Record 1
C3H8OS | wB97M-V/def2-TZVPD

```
13
C3H8OS (wB97M-V/def2-TZVPD)
C -1.25168 -0.38587 0.37043
O -2.46038 -1.46635 0.19013
C -1.72870 0.77758 -0.25467
C 2.88274 -0.46310 -0.10588
S 2.33736 1.14604 0.11110
H -0.40248 -0.88208 -0.10129
H -1.22893 -0.54567 1.41391
H -3.10424 -0.82050 -0.53913
H -1.29501 1.23663 -1.13380
H -2.54821 1.23500 0.38328
H 3.92917 -0.42259 0.21681
H 2.32703 -1.03345 0.61830
H 2.54333 1.62436 -1.16917
```

2S+1: 2
Relative energy (zero: lowest compared OMol25 entry of this formula, charge and spin): 3.382 eV
<S²>: 0.759
Lowest unoccupied orbital energy (alpha / beta): 3.648 / 2.313 eV
Total charge: -1
Highest occupied orbital energy (alpha / beta): -1.3818 / -1.3558 eV
HOMO-LUMO gap (alpha / beta): 5.03 / 3.67 eV

Charges per atom according to Mulliken partitioning, unit e: C 0.1374; O -0.5783; C -0.8340; C -0.6564; S -0.3656; H 0.1384; H 0.1593; H 0.3223; H 0.3222; H 0.2990; H 0.1113; H -0.0537; H -0.0018

=====

Record 2
C27H36N2RhSSi2 | wB97M-V/def2-TZVPD

```
69
C27H36N2RhSSi2 (wB97M-V/def2-TZVPD)
Rh -3.18916 -12.77431 15.65627
C -4.53659 -14.10454 14.56797
Si -5.70275 -14.26260 16.01098
C -5.52348 -12.83187 17.25203
N -4.15487 -12.62753 17.69193
C -3.53129 -13.51424 18.73349
C -3.79734 -13.05498 20.24240
C -5.09304 -12.28907 20.40369
C -5.04919 -11.07113 19.45184
C -4.10541 -11.26643 18.25473
C -7.48793 -14.45535 15.60003
C -8.00264 -15.76174 15.56174
C -9.33492 -15.95362 15.33006
C -10.19414 -14.87075 15.03914
C -9.67382 -13.52540 15.12465
C -8.27306 -13.35890 15.33025
C -5.13144 -15.72995 17.01580
C -3.98504 -16.43721 16.65595
C -3.47421 -17.50835 17.41983
C -4.11673 -17.79344 18.59529
C -5.30280 -17.16918 18.95372
C -5.78495 -16.12181 18.18208
H -4.68222 -13.36179 13.80190
H -3.87683 -14.92391 14.30207
H -6.20213 -13.10464 18.06876
H -5.86244 -11.85988 16.88704
H -2.47708 -13.51037 18.61571
H -3.86808 -14.51744 18.56077
H -2.92301 -12.44185 20.60258
H -3.83457 -13.91550 20.83172
H -5.26301 -11.95048 21.47896
H -5.93335 -12.96327 20.06524
H -4.84047 -10.18470 20.05752
H -6.02071 -10.88208 19.04773
H -3.06235 -11.08277 18.66553
H -4.28328 -10.51641 17.48383
H -7.41298 -16.55216 15.79290
H -9.59708 -17.07290 15.37784
H -11.24156 -15.04345 14.93731
H -10.32254 -12.68653 14.99353
H -7.76945 -12.40326 15.19588
H -3.43622 -16.28021 15.73865
H -2.53903 -18.02957 17.17330
H -3.68549 -18.52036 19.27760
H -5.78257 -17.64139 19.81152
H -6.70259 -15.69451 18.42586
C 0.75080 -8.04687 17.22402
Si 1.23506 -9.26303 15.88561
C 0.72781 -8.34712 14.27207
C 3.11039 -9.65040 15.89515
C 0.46538 -10.95899 16.34910
C 1.27263 -11.74123 17.15662
C 0.91839 -13.06449 17.44950
C -0.27699 -13.62692 17.03279
N -1.10229 -12.86277 16.33824
C -0.73047 -11.59494 15.90534
S -2.05103 -10.83934 15.08313
H 1.55312 -7.20489 17.28463
H 0.67550 -8.53375 18.19214
H -0.24302 -7.70243 16.88603
H 0.55716 -7.35409 14.68750
H -0.16467 -8.65783 13.73800
H 1.62172 -8.35831 13.66456
H 3.69493 -8.88237 15.37759
H 3.22160 -10.65592 15.48942
H 3.62916 -9.69063 16.89584
H 2.21336 -11.28342 17.66533
H 1.69064 -13.53266 18.09170
H -0.51900 -14.70020 17.21399
```

2S+1: 5
Relative energy (zero: lowest compared OMol25 entry of this formula, charge and spin): 0.587 eV
<S²>: 6.017
Lowest unoccupied orbital energy (alpha / beta): -2.506 / -5.322 eV
Total charge: +1
Highest occupied orbital energy (alpha / beta): -11.2488 / -11.5349 eV
HOMO-LUMO gap (alpha / beta): 8.74 / 6.21 eV

Charges per atom according to Mulliken partitioning, unit e: Rh -0.4291; C -1.3853; Si 0.5713; C -0.4516; N 0.8651; C 0.1911; C -0.9129; C -0.4966; C -0.7076; C -1.1029; C 0.4037; C -0.3102; C -0.5268; C -0.5812; C -0.6671; C -0.3424; C 0.4403; C -0.1752; C -0.9544; C -0.3580; C -1.1090; C 0.1340; H 0.4446; H 0.6009; H -0.0048; H 0.8877; H 0.0985; H -0.5265; H 0.3346; H 0.5195; H 0.4165; H 0.1686; H 0.4650; H 0.2763; H 0.2759; H 0.4275; H 0.6448; H 0.2671; H 0.4089; H 0.4418; H 0.3237; H 0.1699; H 0.4210; H 0.3824; H 0.4032; H 0.5945; C -1.0512; Si 0.4991; C -1.1083; C -1.2598; C 0.1810; C 0.0488; C -0.8305; C -0.3155; N -0.2367; C 0.6998; S -0.1811; H 0.2644; H 0.3881; H 0.2850; H 0.3478; H 0.3218; H 0.3229; H 0.3906; H 0.4193; H 0.3153; H 0.1837; H 0.3370; H 0.4419

=====

Record 3
C5H10FNO | wB97M-V/def2-TZVPD

```
18
C5H10FNO (wB97M-V/def2-TZVPD)
C 1.41222 -0.84642 -0.01386
C -2.12806 0.13407 1.32029
C -2.04976 -0.76541 -1.09290
C 3.22865 0.76743 -0.00761
C -1.39975 -0.01709 -0.03150
N 1.89955 0.29157 -0.23778
O 1.71089 -2.00275 0.21774
F -1.00889 1.28175 -0.42653
H -2.95043 -0.59446 1.26561
H -2.44408 1.18889 1.50410
H -1.32133 0.08009 2.08078
H -1.84051 -0.37954 -2.10021
H -3.10765 -0.82729 -0.98070
H -1.69930 -1.85794 -0.98567
H 3.57897 0.14978 0.76746
H 3.74658 0.63101 -1.03617
H 3.10918 1.77930 0.31193
H 1.26371 0.98703 -0.55496
```

2S+1: 3
Relative energy (zero: lowest compared OMol25 entry of this formula, charge and spin): 0.000 eV
<S²>: 2.006
Lowest unoccupied orbital energy (alpha / beta): 0.802 / 0.038 eV
Total charge: 0
Highest occupied orbital energy (alpha / beta): -6.5160 / -10.1946 eV
HOMO-LUMO gap (alpha / beta): 7.32 / 10.23 eV

Charges per atom according to Mulliken partitioning, unit e: C 0.3867; C -1.1576; C -1.3586; C -0.8935; C 0.9173; N -0.1102; O -0.5304; F -0.3801; H 0.3768; H 0.2896; H 0.2497; H 0.3426; H 0.4138; H 0.2778; H 0.3538; H 0.2475; H 0.3230; H 0.2518

=====

Record 4
C22H34BBeBr3F9LiN3O6P2S | wB97M-V/def2-TZVPD

```
83
C22H34BBeBr3F9LiN3O6P2S (wB97M-V/def2-TZVPD)
C 1.51126 -2.90677 0.22857
C 2.57298 -1.92949 -0.29109
N 2.15175 -0.57816 0.12092
C 2.60669 0.48030 -0.75783
C 1.66075 1.68440 -0.64893
C 0.17665 1.34329 -0.96973
P 0.07733 -0.16332 -2.12252
N 0.99231 0.11377 -3.38906
O -0.28811 0.78768 0.26764
B -1.66744 1.06052 0.52328
C -2.64245 -0.15328 0.93491
C -3.17483 0.13626 2.33283
C -2.01872 0.52467 3.16076
C -1.90603 1.90045 3.46458
C -0.82696 2.37907 4.18898
C 0.10298 1.47769 4.57494
C -0.01079 0.10668 4.29768
C -1.05483 -0.37592 3.58967
O -2.02231 1.84127 -0.65385
C -0.88485 2.50744 -1.08875
C -0.49374 3.73495 -0.23089
C -1.71621 4.54632 0.23616
O -1.99720 4.28123 1.59732
S -1.41209 3.08828 -2.76899
O -2.82774 3.24003 -2.72446
O -1.03379 2.22330 -3.84033
C -0.75250 4.78414 -3.15588
F -1.40282 5.73730 -2.50820
F -1.00443 4.95153 -4.44608
F 0.57449 4.88266 -2.99239
C 2.54534 -0.28858 1.47629
C 3.96605 -0.55023 1.97645
O 1.72960 0.19944 2.23997
H 1.30956 -2.72813 1.28836
H 0.56332 -2.80186 -0.30082
H 1.83866 -3.93633 0.08852
H 2.62236 -2.04914 -1.38324
H 3.55050 -2.24118 0.09626
H 2.77549 0.18040 -1.79011
H 3.62328 0.80232 -0.40385
H 1.97823 2.52995 -1.29399
H 1.70877 2.03691 0.40860
H -1.25690 -0.33514 -2.52758
H 0.51299 -1.31875 -1.46374
H 0.43611 0.11403 -4.23839
H -1.59255 1.95032 1.47063
H -2.11115 -1.10962 0.96411
H -3.50770 -0.27818 0.27930
H -3.66203 -0.73911 2.78850
H -3.92324 0.93098 2.33554
H -2.64994 2.60945 3.12730
H -0.72988 3.43294 4.40507
H 0.95974 1.85704 5.12047
H 0.75313 -0.59129 4.61395
H -1.18692 -1.41763 3.31863
H 0.26389 4.35586 -0.71391
H -0.03712 3.35324 0.69237
H -1.44306 5.60528 0.14491
H -2.56315 4.38950 -0.43891
H -2.67686 4.90690 1.87467
H 4.29745 0.25395 2.62592
H 3.94002 -1.51416 2.49051
H 4.62593 -0.69608 1.11435
C -4.24309 -2.87929 -2.58489
C -3.11306 -2.67285 -1.68240
N -2.20951 -2.53447 -0.97219
H -4.04363 -2.40290 -3.54310
H -4.39526 -3.94572 -2.74043
H -5.14492 -2.44936 -2.15329
C 4.98640 -2.72355 -4.11879
Br 6.59996 -1.64732 -4.31612
Br 3.42947 -1.62020 -3.81239
Br 4.74398 -3.89754 -5.61853
H 5.11355 -3.35819 -3.24049
Be 6.09162 -2.20774 -1.55484
F -0.69461 -4.56308 0.34484
P -1.62221 -5.58519 1.25813
F -1.00491 -4.56760 2.41605
F -2.83411 -5.14596 0.22349
F -1.24161 -6.70178 0.11118
F -2.93113 -5.69128 2.24631
F -0.99497 -6.78722 2.18625
Li 3.00591 3.14073 0.31443
```

Lowest unoccupied orbital energy: -7.664 eV
Total charge: +1
Highest occupied orbital energy: -9.8940 eV
HOMO-LUMO gap: 2.23 eV

Charges per atom according to Mulliken partitioning, unit e: C -1.0089; C 0.1136; N 1.6690; C -1.0907; C -2.1125; C 0.3280; P 0.4431; N -0.7397; O 0.3879; B 0.1246; C 0.0649; C -1.3368; C 0.4209; C 0.1276; C -0.7649; C -0.4414; C -0.6982; C -0.2524; O -0.6932; C 0.3722; C -0.8780; C -1.2749; O -0.4052; S 1.5321; O -0.6671; O -0.6170; C 0.6967; F -0.2144; F -0.1858; F -0.2267; C -0.3232; C -1.5777; O -0.3309; H 0.1619; H 0.1537; H 0.6410; H -0.2544; H 0.2429; H -0.1687; H 0.5841; H 1.1055; H 0.5143; H 0.2337; H -0.3488; H 0.2623; H -0.1107; H -0.0291; H 0.5530; H 0.4953; H 0.3003; H 0.4696; H 0.4898; H 0.4728; H 0.4398; H 0.7469; H 0.7458; H 0.3871; H 0.4976; H 0.5031; H 0.3263; H 0.4036; H 0.3742; H 0.2957; C -1.2047; C 0.4719; N -0.1501; H 0.3301; H 0.3275; H 0.2955; C -0.4593; Br 0.0250; Br 0.2665; Br -0.0039; H 0.2565; Be 0.0391; F -0.2586; P 0.9060; F -0.3531; F -0.3206; F -0.3475; F -0.3410; F -0.3389; Li 0.9299